Record 1
DFT (the ωB97M-V functional and the def2-TZVPD basis) results for 9 unconnected molecules or ions with the total composition C42H59N9O15.

Last column: Löwdin charge in e.
Atoms and positions in Å:
C  -0.4344  0.3665  5.0889  0.014
C  -0.2803  0.9238  3.6789  -0.408
C  -1.4407  0.2151  2.8158  -0.061
C  -2.8721  0.7469  3.1388  -0.080
C  -2.7257  2.3349  2.7780  -0.080
C  -1.7203  3.1209  3.6094  -0.384
N  -0.4193  2.3836  3.6998  -0.016
O  0.4827  2.9215  4.0889  0.273
C  -2.3702  3.3822  4.9572  0.006
C  -1.4779  4.5763  3.0844  0.017
C  1.0422  0.6101  3.0718  0.007
H  -0.3120  -0.6641  5.1606  0.075
H  -1.3651  0.2728  5.6094  0.094
H  0.5172  0.6708  5.6145  0.127
H  -1.3677  -0.8299  2.8380  0.116
H  -1.3167  0.4823  1.8958  0.023
H  -3.2498  0.7714  3.9941  0.002
H  -3.6800  0.3594  2.4792  0.123
H  -3.7118  2.7882  2.9984  0.141
H  -2.4935  2.0884  1.7671  0.083
H  -1.5387  3.3259  5.6744  0.111
H  -2.9204  2.5303  5.4122  0.108
H  -2.9930  4.1291  5.0504  0.047
H  -1.0690  4.5368  2.0825  0.069
H  -0.7966  4.9848  3.8289  0.096
H  -2.2236  5.1598  2.7788  0.057
H  0.9557  1.2175  2.1265  0.108
H  1.2285  -0.4506  2.6574  0.117
H  1.8184  0.8404  3.6581  0.046
N  0.2245  -0.5659  -0.6454  -0.578
O  0.1632  -1.3381  0.2645  -0.010
O  0.1771  -0.9732  -1.9159  -0.106
O  0.2766  0.6634  -0.4749  -0.068
C  -0.8430  -5.4680  -2.0039  -0.047
C  -0.1602  -6.7963  -1.5613  -0.009
C  1.1678  -6.8356  -0.8592  0.015
C  1.7873  -5.4966  -0.6649  -0.069
C  1.0659  -4.2124  -1.0361  0.056
C  -0.2580  -4.3027  -1.6144  -0.106
N  3.0667  -5.4351  0.1385  -0.329
O  3.7277  -6.4826  0.3967  0.023
O  3.6684  -4.3789  0.2617  0.039
H  -1.8499  -5.5709  -2.3822  0.087
H  -0.6260  -7.8200  -1.7908  0.102
H  1.6429  -7.7562  -0.7247  0.072
H  1.3273  -3.1971  -0.8043  0.069
H  -0.7842  -3.5075  -1.9570  0.031
C  4.5463  2.9039  0.7709  -0.034
C  3.0691  2.9539  0.3353  -0.014
C  2.2223  3.9754  0.8963  0.075
C  2.8125  4.8411  2.1652  -0.035
C  4.2055  4.5033  2.7714  0.074
C  5.0516  3.5978  1.9098  -0.077
N  1.9682  5.8340  2.8034  -0.319
O  2.2715  6.1669  3.9954  0.024
O  1.0100  6.3658  2.0848  0.014
H  5.3599  2.2603  0.3936  0.098
H  2.6820  2.4154  -0.5421  0.069
H  1.3423  3.8017  0.7328  -0.024
H  4.6717  4.9487  3.6445  0.093
H  6.0695  3.5347  2.1277  0.067
C  2.8303  -2.6718  2.8372  -0.080
C  3.9670  -2.9027  3.8401  0.012
C  3.5239  -3.9124  4.9795  0.086
C  2.1685  -4.8157  4.7859  -0.102
C  1.1155  -4.3193  3.6924  0.064
C  1.5638  -3.3181  2.7233  -0.097
N  1.8224  -5.8286  5.6509  -0.379
O  0.8361  -6.6396  5.3724  -0.001
O  2.5413  -6.0909  6.6079  0.050
H  3.1278  -1.8321  2.3372  0.049
H  4.9706  -2.5309  3.8464  0.068
H  3.9977  -4.2688  6.0368  0.127
H  0.1580  -4.9151  3.6909  0.110
H  0.8727  -3.1175  1.9063  0.076
C  -4.3629  0.3000  -0.4545  -0.158
C  -5.3713  1.3518  -0.1346  -0.063
C  -5.0155  2.8260  -0.1743  0.038
C  -3.5569  3.1353  -0.7264  -0.075
C  -2.5726  1.9932  -1.0733  0.121
C  -3.0189  0.5126  -0.6886  -0.052
N  -3.1175  4.5192  -0.9514  -0.325
O  -2.1353  4.9609  -0.1414  -0.016
O  -3.7875  5.2447  -1.6083  0.130
H  -4.8540  -0.8258  -0.5026  0.142
H  -6.4454  1.1947  0.3163  0.124
H  -5.7022  3.6235  -0.0390  0.071
H  -1.6096  2.1199  -1.2651  0.016
H  -2.4261  -0.4265  -0.6684  0.092
C  1.0437  -2.7549  -6.8809  -0.298
O  0.6295  -2.8080  -8.0877  -0.065
N  1.0913  -1.6023  -6.1871  -0.215
C  1.4124  -1.4794  -4.7770  -0.074
C  0.7846  -0.3664  -6.9399  -0.025
H  1.2115  -3.5344  -6.1661  0.119
H  2.2986  -2.0668  -4.3375  0.104
H  0.4308  -1.7542  -4.1402  0.108
H  1.6103  -0.2986  -4.5738  0.102
H  0.5178  0.2919  -6.1278  0.057
H  0.3846  -0.5563  -7.9699  0.119
H  1.6036  0.2713  -6.7480  0.056
C  3.1389  3.6684  -4.8003  -0.256
O  4.3193  3.7247  -5.3436  -0.087
N  2.8706  2.7108  -3.8315  -0.190
C  1.5291  2.7721  -3.2690  -0.085
C  3.9272  1.7775  -3.2654  -0.003
H  2.3263  4.3904  -5.0672  0.136
H  1.0205  3.8048  -3.1426  0.123
H  1.4192  2.1181  -2.3552  0.067
H  1.0803  2.0810  -3.9404  0.054
H  3.4815  0.8808  -2.8241  0.088
H  4.4044  2.3992  -2.6013  0.043
H  4.6715  1.4845  -4.0116  0.090
C  -3.9673  -1.9252  -5.1766  -0.332
O  -2.8336  -2.2307  -5.6747  -0.028
N  -4.1524  -1.6159  -3.9056  -0.131
C  -5.6214  -1.3426  -3.5126  -0.039
C  -3.1549  -2.0187  -2.8659  -0.034
H  -4.7613  -1.9140  -5.8127  0.097
H  -5.8536  -1.1067  -2.4424  0.052
H  -6.2900  -2.0619  -4.1059  0.099
H  -5.9584  -0.2640  -3.8364  0.104
H  -2.7141  -3.1165  -3.0233  0.126
H  -3.4433  -2.0004  -1.9051  0.005
H  -2.2993  -1.3475  -2.8994  0.069

Calculated values
ΔE to the lowest compared entry with this formula, charge and spin   101.54 kJ/mol
Net charge   0
2S+1   1
HOMO   -8.0487 eV

Record 2
DFT (the ωB97M-V functional and the def2-TZVPD basis) results for a molecular structure, C42H60AsBF4N3OP2Si3Ti.

Last column: Löwdin charge in e.
Atoms and positions in Å:
Ti  -0.5325  -0.5472  0.4137  0.709
C  -1.3236  -3.5048  3.5552  0.051
C  -1.3165  -3.0646  2.1324  -0.432
O  -0.6556  -2.0538  1.7650  -0.161
N  -1.9852  -3.7539  1.2233  0.156
C  -1.9556  -3.3756  -0.1853  -0.099
C  -0.5722  -3.4536  -0.7776  -0.271
C  -0.0713  -4.6493  -1.2582  0.018
C  1.2002  -4.6878  -1.8109  0.015
C  1.9324  -3.5141  -1.8672  -0.012
C  1.3741  -2.3578  -1.3588  -0.164
N  0.1467  -2.3142  -0.8193  -0.003
H  -0.6907  -2.8530  4.1476  0.098
H  -0.9642  -4.5320  3.6302  0.112
H  -2.3436  -3.4690  3.9404  0.113
H  -2.5180  -4.5611  1.5139  0.180
H  -2.3568  -2.3650  -0.2996  0.060
H  -2.6298  -4.0403  -0.7226  0.151
H  -0.6834  -5.5407  -1.2142  0.141
H  1.6062  -5.6143  -2.1943  0.137
H  2.9239  -3.4841  -2.2973  0.134
H  1.9381  -1.4351  -1.3700  0.082
C  0.7804  0.4860  3.7381  -0.093
N  1.4087  0.7167  2.4012  -0.441
P  1.9399  -0.6846  1.5356  1.011
C  3.6046  -0.3036  0.9372  -0.356
C  4.2742  -1.2756  0.1920  -0.093
C  5.5874  -1.0688  -0.1961  -0.046
C  6.2448  0.0980  0.1764  -0.039
C  5.5925  1.0457  0.9505  -0.043
C  4.2721  0.8497  1.3315  -0.088
C  2.3396  -1.9958  2.7132  -0.341
C  1.9807  -3.3168  2.4641  -0.103
C  2.4276  -4.3306  3.3015  -0.054
C  3.2212  -4.0228  4.3954  -0.034
C  3.6047  -2.7066  4.6321  -0.032
C  3.1856  -1.6970  3.7846  -0.073
P  0.5115  1.6872  1.2606  1.005
C  0.0497  3.1293  2.2183  -0.367
C  1.0189  3.6713  3.0717  -0.103
C  0.7312  4.8244  3.7801  -0.034
C  -0.5112  5.4341  3.6488  -0.024
C  -1.4754  4.8885  2.8143  -0.031
C  -1.1988  3.7326  2.1009  -0.098
C  1.6752  2.2301  -0.0072  -0.374
C  2.3909  3.4256  0.0985  -0.055
C  3.3673  3.7312  -0.8361  -0.027
C  3.6498  2.8501  -1.8742  -0.029
C  2.9143  1.6819  -2.0139  -0.066
C  1.9165  1.3990  -1.0971  -0.174
H  1.5601  0.3353  4.4792  0.088
H  0.1208  -0.3835  3.7367  0.068
H  0.2067  1.3649  4.0162  0.076
H  3.7948  -2.2188  -0.0448  0.092
H  6.1096  -1.8256  -0.7657  0.118
H  7.2741  0.2546  -0.1160  0.122
H  6.1140  1.9395  1.2655  0.121
H  3.7703  1.5876  1.9421  0.097
H  1.3884  -3.5663  1.5903  0.093
H  2.1679  -5.3602  3.0938  0.117
H  3.5623  -4.8092  5.0546  0.124
H  4.2526  -2.4732  5.4657  0.124
H  3.5366  -0.6843  3.9445  0.115
H  1.9850  3.1959  3.1847  0.113
H  1.4768  5.2465  4.4401  0.124
H  -0.7283  6.3341  4.2078  0.125
H  -2.4462  5.3563  2.7269  0.124
H  -1.9628  3.2994  1.4741  0.079
H  2.1914  4.1191  0.9042  0.108
H  3.9160  4.6594  -0.7511  0.126
H  4.4280  3.0873  -2.5871  0.127
H  3.1038  1.0159  -2.8459  0.121
H  1.3023  0.5135  -1.2576  0.027
C  -1.3559  3.8215  -1.3102  -0.192
Si  -1.4330  2.5999  -2.6904  0.388
C  0.1042  2.6273  -3.7271  -0.180
C  -2.9591  2.8741  -3.7100  -0.183
As  -1.6644  0.3059  -1.7298  0.882
Si  -1.4162  -0.9445  -3.7879  0.337
C  0.4129  -1.1026  -4.1385  -0.195
C  -2.2887  -2.5716  -3.5566  -0.182
C  -2.1941  -0.0091  -5.1806  -0.188
Si  -4.0743  0.2734  -1.1496  0.378
C  -4.5657  -1.2828  -0.2524  -0.198
C  -4.3047  1.7922  -0.1082  -0.183
C  -5.1063  0.2867  -2.6939  -0.188
H  -1.0823  4.7891  -1.7432  0.068
H  -0.5931  3.5840  -0.5739  -0.008
H  -2.3164  3.9434  -0.8110  0.032
H  -0.1107  3.2172  -4.6218  0.059
H  0.4512  1.6486  -4.0568  0.011
H  0.9175  3.1145  -3.1905  0.030
H  -3.4411  3.7933  -3.3694  0.059
H  -3.6918  2.0765  -3.6604  -0.018
H  -2.6906  3.0054  -4.7582  0.050
H  1.0504  -0.6972  -3.3537  -0.006
H  0.6434  -0.5596  -5.0571  0.050
H  0.6933  -2.1454  -4.2990  0.045
H  -3.2166  -2.4632  -2.9916  0.023
H  -1.6637  -3.3238  -3.0768  0.015
H  -2.5573  -2.9595  -4.5425  0.060
H  -1.6931  0.9364  -5.3846  0.029
H  -3.2604  0.1780  -5.0758  0.031
H  -2.0560  -0.6451  -6.0614  0.064
H  -4.0364  -1.4890  0.6738  0.015
H  -4.5382  -2.1583  -0.9041  0.034
H  -5.6159  -1.1296  0.0157  0.065
H  -3.4076  2.0577  0.4487  -0.001
H  -5.1014  1.6160  0.6172  0.054
H  -4.5976  2.6429  -0.7262  0.048
H  -4.7061  -0.3263  -3.5012  0.023
H  -5.3012  1.2867  -3.0749  0.035
H  -6.0726  -0.1460  -2.4204  0.059
F  -2.0804  -0.1366  1.1793  -0.381
B  -3.0534  0.3293  3.3569  -0.921
F  -2.5320  -0.7884  3.8357  0.270
F  -2.3448  1.4393  3.3848  0.274
F  -4.3004  0.3429  2.9510  0.295

Calculated values
ΔE to the lowest compared entry with this formula, charge and spin   10.84 kJ/mol
Net charge   +3
2S+1   1
HOMO   -15.9026 eV